Entry from the OMol25 dataset: a 2-piece molecular cluster, C3H7N4S overall at a distorted geometry (wB97M-V/def2-TZVPD).

## Properties
total charge = +1
LUMO level (alpha / beta) = -6.214 / -6.214 eV
F_max = 3.7 eV Å⁻¹
relative energy (zero: lowest compared OMol25 entry of this formula, charge and spin) = 196.4 kJ/mol

Positions of all 15 atoms, in Å:
C 0.5511 0.6402 -1.7340
C 0.0103 1.5304 -0.8164
C -1.1694 -0.6460 0.0258
N -0.3262 -1.2482 -0.7701
N -2.1679 -1.1726 0.6966
N 1.4839 0.0800 1.4034
N 0.6034 -0.6871 -1.5090
S -0.8399 1.0272 0.5646
H 1.1634 0.8716 -2.5682
H 0.2546 2.6541 -0.9497
H -2.4460 -2.0496 0.3171
H -2.6440 -0.6344 1.3847
H 1.3967 -0.8342 0.9474
H 2.1029 0.6647 0.8166
H 2.0270 -0.1960 2.1911

Forces on atoms 1 to 6 (eV/Å):
-0.1 -0.8 1.1
0.2 1.5 -0.5
1.0 3.4 1.3
0.5 -0.9 -0.5
0.7 -0.8 -1.2
0.6 -0.5 -0.7

Entry from the OMol25 dataset: a 7-piece molecular cluster, C31H60N3O12 overall at a distorted geometry (wB97M-V/def2-TZVPD).

## Properties
total charge = +1
LUMO level = -3.976 eV
F_max = 1.5 eV Å⁻¹

Positions of all 106 atoms, in Å:
N -0.2044 -5.2937 -3.1554
C 0.3997 -4.0868 -2.5532
C 1.6249 -3.5154 -3.2906
C 1.4497 -2.0377 -3.6994
C 1.3759 -1.2098 -2.4499
C 0.1508 -0.7689 -1.9516
C 0.1974 -0.0622 -0.7720
C 1.4590 0.1483 -0.1909
N 2.5950 -0.2420 -0.6869
N 2.5067 -0.9231 -1.8292
H -0.9512 -4.9729 -3.7555
H 0.4937 -5.7479 -3.7291
H -0.4014 -3.3537 -2.4965
H 0.6821 -4.2994 -1.5248
H 1.9410 -4.1176 -4.1367
H 2.4610 -3.5328 -2.5886
H 2.2812 -1.7080 -4.3208
H 0.5341 -1.8945 -4.2637
H -0.7869 -0.9760 -2.4435
H -0.7043 0.3012 -0.3074
H 1.5165 0.6807 0.7451
H 3.3848 -1.2370 -2.2213
O -0.5938 -4.6301 0.6426
C -0.8874 -5.7878 0.8014
O -0.5587 -6.3793 1.9596
C -1.0000 -7.6930 2.3214
C -0.1001 -8.7696 1.7525
C -1.5330 -6.5948 -0.2991
H -2.0447 -7.8371 2.0444
H -0.9588 -7.7139 3.4086
H -0.1070 -8.7645 0.6624
H -0.4224 -9.7532 2.0935
H 0.9289 -8.6067 2.0727
H -0.7514 -6.9362 -0.9747
H -2.2034 -5.9389 -0.8470
H -2.1194 -7.4441 0.0430
O -2.8722 -0.7520 -3.0340
C -2.9975 0.3359 -3.5456
O -1.8821 0.9596 -3.9499
C -1.9038 2.1966 -4.6848
C -1.9956 3.3839 -3.7532
C -4.3335 1.0222 -3.6530
H -2.6975 2.1833 -5.4331
H -0.9603 2.2294 -5.2282
H -2.9252 3.3696 -3.1823
H -1.9531 4.3154 -4.3155
H -1.1798 3.3724 -3.0420
H -4.5480 1.5138 -2.7052
H -5.0906 0.2636 -3.8341
H -4.4012 1.7521 -4.4559
O -0.0242 5.0221 -2.1579
C 0.2304 5.4076 -1.0466
O -0.2937 4.7437 -0.0027
C 0.0689 5.0136 1.3608
C -0.7365 6.1554 1.9412
C 1.0486 6.6528 -0.8057
H 1.1433 5.1744 1.4512
H -0.1561 4.1000 1.9066
H -0.5485 7.0898 1.4123
H -0.4862 6.2974 2.9920
H -1.8024 5.9442 1.8575
H 0.3942 7.5194 -0.8871
H 1.8092 6.7129 -1.5798
H 1.5551 6.6761 0.1554
O -6.5280 3.9538 -5.7864
C -5.9098 4.1922 -6.7845
O -4.6225 3.7870 -6.8499
C -3.8301 3.8497 -8.0396
C -3.1937 5.2114 -8.2254
C -6.4984 4.9895 -7.9233
H -4.4145 3.5436 -8.9080
H -3.0540 3.0972 -7.9035
H -3.9443 5.9915 -8.3493
H -2.5482 5.2133 -9.1037
H -2.5972 5.4707 -7.3504
H -6.4025 6.0493 -7.6920
H -7.5534 4.7402 -7.9990
H -6.0440 4.7913 -8.8909
O 1.3426 3.2742 4.9478
C 1.0777 2.1026 4.9378
O 1.3660 1.3507 6.0028
C 0.9335 -0.0088 6.1496
C 1.8694 -0.9838 5.4677
C 0.4935 1.4558 3.6998
H -0.1007 -0.1173 5.8166
H 0.9360 -0.1871 7.2228
H 1.9005 -0.8222 4.3879
H 1.5451 -2.0088 5.6514
H 2.8848 -0.8594 5.8483
H 1.3081 1.2227 3.0150
H -0.1700 2.1820 3.2360
H -0.0880 0.5563 3.8871
O 4.8573 -0.5207 6.6938
C 5.3673 -1.2209 7.5265
O 4.6446 -2.2270 8.0497
C 5.1968 -3.2192 8.9225
C 5.2166 -2.7578 10.3644
C 6.7570 -0.9474 8.0495
H 6.1815 -3.5325 8.5736
H 4.5399 -4.0809 8.8197
H 5.8544 -1.8842 10.4986
H 5.5832 -3.5535 11.0126
H 4.2125 -2.4794 10.6834
H 6.6927 -0.1831 8.8224
H 7.3582 -0.5667 7.2281
H 7.2643 -1.8209 8.4506

Forces on atoms 1 to 6 (eV/Å):
0.3 0.7 0.1
-0.1 -0.5 -0.1
0.1 0.4 0.5
0.2 -0.3 0.2
-0.3 -0.4 -1.4
0.2 0.5 1.1